Entry 1:
{"formula": "C18H24N2O4", "method": "the ωB97M-V functional and the def2-TZVPD basis", "de_lowest_ev": 0.609, "homo_ev": -8.610, "smiles": "O=C(Oc1cccc(OC(=O)N2CCCCC2)c1)N1CCCCC1", "total_energy_ev": -30227.127, "homo_lumo_gap_ha": 0.3478, "symbols": ["O", "C", "N", "C", "H", "C", "C", "C", "C", "H", "H", "H", "H", "H", "H", "H", "H", "H", "O", "C", "C", "C", "C", "C", "C", "H", "H", "H", "O", "C", "O", "N", "C", "H", "C", "C", "C", "C", "H", "H", "H", "H", "H", "H", "H", "H", "H", "H"], "positions_angstrom": [[-2.130865, -0.684729, -1.092334], [-2.778492, -0.139830, -0.231547], [-3.949834, -0.606944, 0.249401], [-4.786065, 0.079726, 1.208322], [-4.224000, 0.898532, 1.654475], [-6.055709, 0.593640, 0.527832], [-6.789198, -0.565492, -0.143033], [-5.855924, -1.271351, -1.124204], [-4.589318, -1.730474, -0.402179], [-3.872962, -2.161572, -1.102601], [-4.842255, -2.476142, 0.360144], [-6.352182, -2.133465, -1.571386], [-5.577910, -0.583637, -1.925044], [-7.674090, -0.197619, -0.665126], [-7.119469, -1.275438, 0.619316], [-6.696114, 1.074562, 1.268499], [-5.781728, 1.337278, -0.222970], [-5.055299, -0.635196, 1.995460], [-2.418173, 1.022101, 0.386887], [-1.176720, 1.583346, 0.148359], [-0.022671, 0.829911, 0.040857], [1.201804, 1.469837, -0.143076], [1.269611, 2.853418, -0.205390], [0.102099, 3.589769, -0.084138], [-1.119616, 2.971766, 0.090102], [-2.030163, 3.542048, 0.184274], [0.152987, 4.666868, -0.131405], [2.216223, 3.346066, -0.346825], [2.268834, 0.601827, -0.234695], [3.562476, 0.980149, -0.423689], [3.963021, 2.114823, -0.539771], [4.356928, -0.109155, -0.468856], [3.861691, -1.463532, -0.308779], [3.411449, -1.813569, -1.246526], [4.997608, -2.389735, 0.126344], [5.865066, -1.667816, 1.152759], [6.581013, -0.478611, 0.497639], [5.774986, 0.042055, -0.700241], [6.041362, -0.510729, -1.607667], [5.968533, 1.101564, -0.871239], [6.712494, 0.317325, 1.230599], [7.570167, -0.775581, 0.146860], [6.594046, -2.353345, 1.586022], [5.221725, -1.312790, 1.960209], [4.569389, -3.296623, 0.554532], [5.607711, -2.681681, -0.729507], [3.080162, -1.455349, 0.455286], [-0.052648, -0.246211, 0.078033]], "forces_ev_per_angstrom": [[0.208, 0.091, -0.178], [0.042, -0.232, -0.095], [-0.022, 0.051, 0.182], [-0.139, 0.462, 0.143], [-0.089, -0.161, 0.035], [-0.023, -0.256, 0.199], [0.070, 0.212, -0.238], [-0.025, -0.138, 0.284], [0.063, -0.170, -0.460], [-0.103, -0.026, 0.155], [0.019, -0.005, -0.032], [0.010, -0.017, -0.068], [0.024, -0.010, -0.080], [-0.061, -0.050, 0.050], [-0.072, -0.038, 0.039], [-0.002, 0.068, 0.007], [0.018, 0.086, 0.001], [0.018, 0.068, 0.011], [-0.018, 0.087, 0.119], [0.412, 0.240, -0.157], [0.157, -0.093, 0.012], [-0.458, 0.315, 0.117], [0.389, 0.100, -0.068], [-0.087, -0.168, 0.020], [-0.251, -0.238, 0.026], [-0.110, 0.050, 0.003], [0.009, 0.084, 0.000], [-0.030, -0.021, 0.005], [-0.002, -0.154, -0.029], [0.233, 0.104, -0.058], [-0.172, 0.250, 0.011], [-0.127, -0.083, 0.121], [-0.291, -0.387, -0.055], [-0.034, -0.021, 0.112], [-0.030, 0.146, 0.183], [0.083, -0.119, -0.109], [-0.138, 0.014, -0.049], [0.336, 0.279, -0.002], [0.007, 0.069, 0.021], [0.011, -0.193, -0.074], [0.064, 0.043, -0.022], [0.054, 0.024, 0.012], [-0.039, 0.017, 0.088], [0.005, -0.024, 0.070], [-0.010, -0.025, -0.094], [0.007, -0.079, -0.044], [0.102, -0.087, -0.105], [-0.010, -0.067, -0.006]]}

***

Entry 2:
{"formula": "C2H10N", "method": "the ωB97M-V functional and the def2-TZVPD basis", "de_lowest_ev": 0.417, "homo_ev": -15.223, "charge": 1, "total_energy_ev": -3718.998, "homo_lumo_gap_ha": 0.3904, "symbols": ["N", "H", "H", "H", "H", "C", "C", "H", "H", "H", "H", "H", "H"], "positions_angstrom": [[-0.149828, -2.183545, -1.077622], [-0.818271, -1.610626, -1.581179], [0.782843, -1.760122, -1.186990], [-0.533116, -2.341120, -0.154318], [-0.036166, -3.034536, -1.630507], [0.688424, 1.363721, 0.193879], [-0.492403, 1.289391, 1.154155], [1.508460, 0.713210, 0.490847], [1.036306, 2.353551, -0.079575], [0.297102, 1.019422, -0.782727], [-1.154045, 2.128740, 0.943349], [-1.074198, 0.378826, 1.000820], [-0.247943, 1.292022, 2.215893]], "forces_ev_per_angstrom": [[0.499, -0.046, -1.654], [-0.220, 0.418, -0.219], [-0.303, 0.408, 1.001], [0.517, -0.139, 0.587], [-0.479, -0.539, 0.329], [-0.643, -0.736, -0.893], [-0.133, 0.363, 0.091], [0.220, 0.147, -0.021], [0.218, 0.214, 0.644], [0.302, -0.163, 0.104], [-0.162, -0.073, 0.210], [-0.055, -0.094, -0.086], [0.239, 0.239, -0.094]]}

***

Entry 3:
{"formula": "C9H21N2O", "method": "the ωB97M-V functional and the def2-TZVPD basis", "de_lowest_ev": 5.084, "homo_ev": -10.175, "charge": 1, "total_energy_ev": -14689.599, "homo_lumo_gap_ha": 0.2546, "symbols": ["C", "C", "C", "C", "C", "C", "C", "C", "C", "N", "N", "O", "H", "H", "H", "H", "H", "H", "H", "H", "H", "H", "H", "H", "H", "H", "H", "H", "H", "H", "H", "H", "H"], "positions_angstrom": [[-1.865008, 1.615627, -0.091499], [-0.462273, 2.007625, -0.702678], [0.825710, 0.121157, -0.172483], [-2.075448, -0.755329, 0.127247], [-1.345225, -1.939699, 0.681368], [-2.651455, -0.973958, -1.203523], [-1.243123, 0.649731, 1.926521], [2.957292, -0.174268, 1.039695], [3.116124, -0.761356, -1.254655], [-1.894517, 0.397430, 0.619729], [2.417684, 0.114243, -0.301128], [0.618321, 1.447515, -0.002192], [-2.068629, 2.477237, 0.534458], [-2.372648, 1.807157, -1.036013], [-0.475050, 1.642678, -1.722046], [-0.241623, 3.153173, -0.682409], [0.564914, -0.288706, -1.266717], [-0.317897, -1.544275, 0.776238], [-1.525997, -2.704590, -0.185002], [-1.763914, -2.397624, 1.631510], [-1.878503, -1.260549, -2.000371], [-3.240587, -0.165206, -1.665997], [-3.282771, -1.892450, -1.089496], [-1.759087, 0.066994, 2.659626], [-0.200126, 0.247983, 1.849777], [-1.205254, 1.684256, 2.305477], [2.358739, 0.436676, 1.823981], [2.637615, -1.237591, 1.204577], [4.051076, -0.065255, 1.276191], [2.723147, -0.563150, -2.311798], [4.332578, -0.506907, -1.303363], [2.845004, -1.755352, -0.946374], [2.420940, 1.116768, -0.518656]], "forces_ev_per_angstrom": [[0.706, 3.817, -2.149], [1.072, 0.898, 0.846], [0.803, -4.602, -1.860], [1.178, -1.356, -0.538], [-2.106, -1.695, -0.574], [-0.617, -0.756, -1.963], [1.196, -1.362, 0.894], [-1.147, -0.153, 2.754], [1.714, 1.718, -2.369], [0.766, 2.208, 1.255], [0.195, 1.086, 0.603], [-0.536, 2.548, -0.266], [-0.684, -0.439, 0.451], [-1.341, -1.038, 0.478], [0.379, -0.036, -0.490], [-1.018, -2.007, -0.078], [0.136, 1.329, 1.442], [0.080, -0.446, -0.042], [0.986, 0.935, 1.987], [0.559, 0.720, -1.018], [-0.703, 0.352, 1.403], [0.163, -0.248, 0.570], [0.291, 0.792, -0.317], [-0.377, -0.407, 0.526], [-0.802, 0.401, 0.009], [-0.373, -0.398, -0.948], [1.107, -0.902, -1.448], [0.530, 0.930, 0.100], [-0.974, 0.119, -1.006], [0.485, -0.329, 1.528], [-3.388, -0.970, 0.491], [0.482, -0.564, -0.121], [1.235, -0.146, -0.150]]}

***

Entry 4:
{"formula": "C3H9O", "method": "the ωB97M-V functional and the def2-TZVPD basis", "de_lowest_ev": 0.263, "homo_ev": -2.260, "charge": -1, "total_energy_ev": -5303.633, "homo_lumo_gap_ha": 0.2483, "symbols": ["C", "H", "H", "H", "H", "C", "O", "C", "H", "H", "H", "H", "H"], "positions_angstrom": [[2.693440, -0.420197, -0.700138], [2.034124, 0.060393, 0.035203], [2.357351, -0.132196, -1.697935], [2.760764, -1.507198, -0.745512], [3.689965, -0.030444, -0.459966], [-0.779716, -0.254511, 0.166895], [0.053677, 0.643680, 0.692284], [-2.285330, 0.191437, 0.089688], [-0.912633, -1.236237, 0.687256], [-0.515117, -0.533035, -0.884613], [-2.952902, -0.490338, -0.460280], [-2.438581, 1.145007, -0.444150], [-2.722476, 0.341876, 1.083409]], "forces_ev_per_angstrom": [[0.498, 0.427, -0.117], [-0.557, -0.758, -0.098], [0.220, 0.359, 0.035], [-0.301, -0.039, 0.620], [0.100, -0.048, -0.510], [-0.950, 0.402, -0.380], [-0.054, -0.074, 0.379], [-0.410, 0.669, -0.400], [0.527, -0.249, 0.282], [0.017, -0.187, -0.197], [0.254, -0.429, 0.130], [0.459, 0.008, 0.162], [0.197, -0.082, 0.092]]}